The following is a DFT calculation (ωB97M-V/def2-TZVPD) of a structure of composition C3H6N2OS.

Values from the calculation:
Total energy   -19068.01958 eV
Frontier orbital gap   0.339 Ha
HOMO energy   -8.5498 eV
Relative energy (zero: lowest compared OMol25 entry of this formula, charge and spin)   400.13 kJ/mol
Multiplicity   1
E_LUMO   0.0250 Eh

CARTESIAN COORDINATES (ANGSTROEM)
C: -0.5686 -0.3719 -0.9373
C: 0.8630 -0.8815 -0.9110
C: 1.1651 0.0499 0.3243
N: -0.3371 0.9040 -0.4872
N: -1.2327 1.5850 0.2551
O: -1.5472 -0.9370 -1.3344
S: 0.4279 -0.4938 1.7829
H: 1.0171 -1.9150 -0.6107
H: 1.3137 -0.7016 -1.8110
H: 2.1577 0.5005 0.5736
H: -1.1189 2.5173 0.5404
H: -1.6519 1.1429 1.1028
H: -0.4879 -1.3987 1.5125

The following is a DFT calculation (ωB97M-V/def2-TZVPD) of an isolated molecule of C3H6N2OS2.

Values from the calculation:
Total energy   -29903.23158 eV
Frontier orbital gap   0.312 Ha
HOMO energy   -8.3391 eV
Relative energy (zero: lowest compared OMol25 entry of this formula, charge and spin)   394.90 kJ/mol
Multiplicity   1
SMILES   CSC(=S)N/C=N/O
E_LUMO   0.0054 Eh

CARTESIAN COORDINATES (ANGSTROEM)
C: 0.0794 1.8051 0.2801
S: -1.6933 1.3681 -0.4629
C: -1.8127 -0.3323 -0.1482
S: -3.3457 -0.9982 -0.4712
N: -0.8247 -1.1794 0.4075
C: 0.6022 -1.1417 0.2683
N: 1.0656 -0.5954 -0.7332
O: 2.4427 -0.6736 -0.6858
H: -0.1398 1.7009 1.3999
H: 0.1692 3.0093 0.0835
H: 0.8263 1.1683 -0.1940
H: -1.1092 -2.0890 0.7358
H: 1.1147 -1.6156 1.1619
H: 2.6251 -0.4264 -1.6418

The following is a DFT calculation (ωB97M-V/def2-TZVPD) of an isolated molecule of C3H6N2OS2.

Values from the calculation:
Total energy   -29901.93149 eV
Frontier orbital gap   0.325 Ha
HOMO energy   -8.3054 eV
Relative energy (zero: lowest compared OMol25 entry of this formula, charge and spin)   520.34 kJ/mol
Multiplicity   1
SMILES   SC[C@H]1ONC=NS1
E_LUMO   0.0194 Eh

CARTESIAN COORDINATES (ANGSTROEM)
S: -2.4501 -0.0727 -0.6911
C: -1.6186 -0.0968 0.9676
C: -0.1646 -0.2606 0.7322
O: 0.2866 -1.2910 0.0561
N: 1.7288 -1.3773 0.1179
C: 2.3697 -0.2572 -0.3826
N: 1.9718 0.9813 -0.4932
S: 0.4571 1.3837 0.1784
H: -1.1534 -0.7336 -1.3276
H: -2.1853 -1.0744 1.4176
H: -1.9365 0.7409 1.6998
H: 0.1133 -0.4321 1.8028
H: 1.9424 -2.0633 -0.5834
H: 3.3926 -0.6274 -0.5296

The following is a DFT calculation (ωB97M-V/def2-TZVPD) of an isolated molecule of C3H6N2S.

Values from the calculation:
Total energy   -17022.04567 eV
Frontier orbital gap   0.352 Ha
HOMO energy   -8.9137 eV
Relative energy (zero: lowest compared OMol25 entry of this formula, charge and spin)   192.52 kJ/mol
Multiplicity   1
SMILES   CSCNC#N
E_LUMO   0.0244 Eh

CARTESIAN COORDINATES (ANGSTROEM)
C: -0.1336 -1.2992 0.8832
S: 1.2308 -0.4492 0.0542
C: 0.3778 1.1528 -0.0984
N: 1.3607 2.2108 -0.1727
C: 2.2157 2.1742 0.9298
N: 2.7313 2.0234 1.9424
H: 0.0217 -2.3929 0.9004
H: -1.0174 -0.8445 0.2210
H: -0.2510 -0.9475 1.9432
H: -0.2473 1.3102 0.8106
H: -0.1924 1.0912 -0.9266
H: 1.9933 2.1743 -0.9191

The following is a DFT calculation (ωB97M-V/def2-TZVPD) of an isolated molecule of C3H6N2S.

Values from the calculation:
Total energy   -17020.42425 eV
Frontier orbital gap   0.315 Ha
HOMO energy   -7.9416 eV
Relative energy (zero: lowest compared OMol25 entry of this formula, charge and spin)   348.96 kJ/mol
Multiplicity   1
SMILES   N[C@H]1CNC1=S
E_LUMO   0.0236 Eh

CARTESIAN COORDINATES (ANGSTROEM)
N: -1.4562 0.1910 -0.8144
C: -0.4775 -0.3673 0.1127
C: 0.9217 -0.7659 -0.4989
N: 1.4486 0.5171 0.2871
C: 0.2677 0.8860 0.5631
S: -0.6541 1.8360 1.6226
H: -2.2607 0.6315 -0.1944
H: -1.9045 -0.6467 -0.9121
H: -0.6618 -1.1156 0.8016
H: 1.1023 -1.7253 0.0027
H: 1.3463 -0.5040 -1.5020
H: 2.3280 1.0632 0.5320

The following is a DFT calculation (ωB97M-V/def2-TZVPD) of a cluster of 2 separate species, C3H6N2S in total.

Values from the calculation:
Total energy   -17020.34353 eV
Frontier orbital gap   0.299 Ha
HOMO energy   -8.3346 eV
Relative energy (zero: lowest compared OMol25 entry of this formula, charge and spin)   356.75 kJ/mol
Multiplicity   1
E_LUMO   -0.0077 Eh

CARTESIAN COORDINATES (ANGSTROEM)
C: -0.5739 0.6770 -0.8545
C: -0.8560 1.6826 -1.8377
C: 0.8064 -2.1356 2.0913
N: 1.3495 0.1841 2.0646
N: 1.0926 -0.9221 1.9971
S: -0.0466 -0.8140 -1.2387
H: -0.0971 2.4654 -1.7460
H: -1.9417 1.9631 -1.9135
H: -0.6174 1.2537 -2.8110
H: 1.4376 -2.9306 1.8235
H: -0.2009 -2.4755 2.3173
H: -0.3523 1.0518 0.1077

The following is a DFT calculation (ωB97M-V/def2-TZVPD) of a cluster of 2 separate species, C3H6N2S in total.

Values from the calculation:
Total energy   -17020.39487 eV
Frontier orbital gap   0.275 Ha
HOMO energy   -7.8215 eV
Relative energy (zero: lowest compared OMol25 entry of this formula, charge and spin)   351.80 kJ/mol
Multiplicity   1
E_LUMO   -0.0124 Eh

CARTESIAN COORDINATES (ANGSTROEM)
C: -1.0079 -0.2384 0.7261
C: -0.2203 0.1009 -0.3813
C: 1.2780 0.3057 -0.0945
H: -2.7636 -0.2292 -0.3485
H: -2.8951 -0.3592 1.4336
H: -0.3604 -0.3886 1.6913
H: -0.6188 0.2254 -1.4207
H: 3.0486 0.6704 -0.8137
H: 2.1771 -0.7164 -1.8442
N: -2.3391 -0.6316 0.6285
N: 2.1180 0.5143 -1.0795
S: 1.5835 0.7467 1.5029

The following is a DFT calculation (ωB97M-V/def2-TZVPD) of an isolated molecule of C3H6N2S2.

Values from the calculation:
Total energy   -27855.68654 eV
Frontier orbital gap (spin up / spin down)   0.283 / 0.230 Ha
HOMO energy (spin up / spin down)   -8.0680 / -7.5720 eV
Relative energy (zero: lowest compared OMol25 entry of this formula, charge and spin)   329.04 kJ/mol
Multiplicity   1
E_LUMO (spin up / spin down)   -0.0131 / -0.0480 Eh

CARTESIAN COORDINATES (ANGSTROEM)
C: 1.2355 0.9847 -0.7336
C: -1.1710 -0.4879 -0.0759
C: 1.9340 0.8327 0.6172
N: -2.0856 -1.0332 -0.8764
N: -0.9598 -0.7526 1.1803
S: -1.4194 -2.1305 1.8515
S: -0.4054 0.9316 -0.9301
H: 1.7364 1.1039 -1.6894
H: 1.1701 0.8066 1.3849
H: 2.6149 1.6033 0.8433
H: 2.4530 -0.0749 0.6757
H: -2.9748 -1.3275 -0.4929
H: -2.1279 -0.4560 -1.7545

The following is a DFT calculation (ωB97M-V/def2-TZVPD) of a cluster of 2 separate species, C3H6N2S2 in total.

Values from the calculation:
Total energy   -27853.59864 eV
Frontier orbital gap (spin up / spin down)   0.233 / 0.233 Ha
HOMO energy (spin up / spin down)   -6.5181 / -6.5195 eV
Relative energy (zero: lowest compared OMol25 entry of this formula, charge and spin)   530.49 kJ/mol
Multiplicity   1
E_LUMO (spin up / spin down)   -0.0065 / -0.0065 Eh

CARTESIAN COORDINATES (ANGSTROEM)
C: -0.4157 -0.3190 -0.0639
C: -1.7087 -0.9183 0.2081
C: 1.8434 0.5169 0.0085
N: 0.6849 -0.1411 0.3048
N: -0.8687 1.7897 -1.2114
S: -2.0467 2.9043 -0.6094
S: -2.1485 1.6400 -2.2911
H: -2.3998 -0.3353 -0.2476
H: -1.6837 -1.9915 -0.1447
H: -1.8700 -0.9185 1.2816
H: 1.7148 1.1342 -0.7792
H: 2.6822 -0.0323 -0.0708
H: 1.9114 1.1961 0.8966

The following is a DFT calculation (ωB97M-V/def2-TZVPD) of an isolated molecule of C3H6N2S2.

Values from the calculation:
<S²>   2.014
Total energy   -27854.02469 eV
Frontier orbital gap (spin up / spin down)   0.280 / 0.231 Ha
HOMO energy (spin up / spin down)   -6.9734 / -8.3895 eV
Relative energy (zero: lowest compared OMol25 entry of this formula, charge and spin)   137.45 kJ/mol
Multiplicity   3
E_LUMO (spin up / spin down)   0.0241 / -0.0775 Eh

CARTESIAN COORDINATES (ANGSTROEM)
C: -0.4464 -1.4564 -0.0942
C: 1.4038 0.0779 0.4626
C: -2.1538 0.4455 -0.4111
N: 0.7181 -0.8347 -0.4242
N: -1.5721 -0.7251 0.1002
S: -0.5416 -3.0922 -0.0647
S: -3.7456 0.5312 0.1632
H: 0.6117 0.8857 0.6482
H: 2.2844 0.3942 -0.1184
H: 1.6707 -0.4042 1.3399
H: 1.4054 -1.6157 -0.6616
H: -2.1238 -1.5008 0.5698
H: -3.8633 1.8984 -0.0026

The following is a DFT calculation (ωB97M-V/def2-TZVPD) of a structure of composition C3H6N2S3.

Values from the calculation:
Total energy   -38692.82968 eV
Frontier orbital gap   0.338 Ha
HOMO energy   -8.6431 eV
Relative energy (zero: lowest compared OMol25 entry of this formula, charge and spin)   166.05 kJ/mol
Multiplicity   1
E_LUMO   0.0206 Eh

CARTESIAN COORDINATES (ANGSTROEM)
C: 2.0085 -1.4562 -0.8641
C: 0.9990 0.2038 -1.8311
C: -2.3029 0.5436 2.1271
N: 1.5351 -0.2844 -0.6461
N: 1.0786 -0.5392 -2.8700
S: 1.8160 -1.9220 -2.5365
S: 0.4905 1.7884 -1.7031
S: -1.0707 0.6474 0.7462
H: 2.5461 -2.0803 -0.2103
H: -2.2192 1.3346 2.9818
H: -2.4070 -0.4865 2.4931
H: -3.2979 0.6276 1.5800
H: -0.0654 -0.1189 1.2677
H: 0.8892 1.7422 -0.5347

The following is a DFT calculation (ωB97M-V/def2-TZVPD) of an isolated molecule of C3H6N2S3.

Values from the calculation:
Total energy   -38690.06224 eV
Frontier orbital gap   0.323 Ha
HOMO energy   -8.4385 eV
Relative energy (zero: lowest compared OMol25 entry of this formula, charge and spin)   433.06 kJ/mol
Multiplicity   1
SMILES   C=NS/C(CS)=N\S
E_LUMO   0.0131 Eh

CARTESIAN COORDINATES (ANGSTROEM)
C: 1.7526 2.4889 -0.4104
N: 1.1652 1.4789 0.2250
S: -0.5296 1.4927 -0.0023
C: -0.7997 -0.1788 0.4337
C: 0.3382 -1.4243 0.6953
S: 1.7530 -1.8528 -0.5038
N: -1.8774 -0.7684 0.1227
S: -3.2682 -0.1027 -0.4624
H: 1.2123 3.1399 -1.2886
H: 2.8222 2.5108 -0.0788
H: -0.1337 -2.4541 0.9481
H: 1.0593 -1.0131 1.5228
H: 0.7819 -2.3663 -1.4264
H: -4.2761 -0.9508 0.2250

The following is a DFT calculation (ωB97M-V/def2-TZVPD) of the ion C3H6N3 with charge +1.

Values from the calculation:
Total energy   -7667.06843 eV
Frontier orbital gap   0.304 Ha
HOMO energy   -13.6847 eV
Relative energy (zero: lowest compared OMol25 entry of this formula, charge and spin)   415.65 kJ/mol
Multiplicity   1
SMILES   [H]/N=N/C=[NH+]/C=C
E_LUMO   -0.1984 Eh
Net charge   +1

CARTESIAN COORDINATES (ANGSTROEM)
H: -3.8457 -0.7328 0.6655
N: -3.2610 -0.3033 -0.2104
N: -2.2247 0.0419 0.1966
C: -1.0036 0.5342 0.0819
N: 0.1456 -0.1700 -0.0350
C: 1.4357 0.3875 0.0501
C: 2.4508 -0.3861 -0.1562
H: -0.8721 1.6299 0.1316
H: 0.1367 -1.0657 -0.4426
H: 1.4690 1.7074 0.2508
H: 3.4078 -0.2118 -0.3266
H: 2.1615 -1.4313 -0.2058

The following is a DFT calculation (ωB97M-V/def2-TZVPD) of the ion C3H6N3 with charge +1.

Values from the calculation:
Total energy   -7668.10014 eV
Frontier orbital gap   0.275 Ha
HOMO energy   -14.3303 eV
Relative energy (zero: lowest compared OMol25 entry of this formula, charge and spin)   316.10 kJ/mol
Multiplicity   1
SMILES   [H]/N=C/C=C\N=[NH2+]
E_LUMO   -0.2512 Eh
Net charge   +1

CARTESIAN COORDINATES (ANGSTROEM)
H: -0.6528 -2.5473 -2.3323
N: -0.9343 -1.6581 -1.8582
C: -0.6088 -1.3480 -0.6977
C: -1.1583 -0.0018 -0.3342
C: -0.3659 0.8252 0.3484
N: 0.8777 0.4260 0.6031
N: 1.6274 1.1312 1.3771
H: 0.1066 -1.9489 -0.0276
H: -2.1656 0.3441 -0.8562
H: -0.6363 1.9197 0.7304
H: 1.3332 2.0814 1.5392
H: 2.5772 0.7766 1.5081

The following is a DFT calculation (ωB97M-V/def2-TZVPD) of a cluster of 2 separate species, C3H6N3 in total.

Values from the calculation:
Total energy   -7668.46369 eV
Frontier orbital gap   0.371 Ha
HOMO energy   -14.7071 eV
Relative energy (zero: lowest compared OMol25 entry of this formula, charge and spin)   281.02 kJ/mol
Multiplicity   1
E_LUMO   -0.1697 Eh
Net charge   +1

CARTESIAN COORDINATES (ANGSTROEM)
C: -2.5428 -2.7694 1.6586
C: 1.1823 1.5985 -0.6848
C: -0.3805 0.1807 0.6119
N: -1.9467 -1.7957 1.4980
N: 0.2665 0.9946 0.1989
N: 1.6976 0.7667 -1.5707
H: -2.9844 -3.6552 1.8779
H: 0.6225 2.4664 -1.2088
H: 1.8110 2.0888 -0.0295
H: -0.9515 -0.2880 1.3704
H: 1.2783 0.6283 -2.4579
H: 1.9477 -0.2156 -1.2641

The following is a DFT calculation (ωB97M-V/def2-TZVPD) of the ion C3H6N3O with charge +1.

Values from the calculation:
Total energy   -9714.23240 eV
Frontier orbital gap   0.321 Ha
HOMO energy   -13.3193 eV
Relative energy (zero: lowest compared OMol25 entry of this formula, charge and spin)   433.97 kJ/mol
Multiplicity   1
SMILES   [H]/N=N\[NH2+]CC=C=O
E_LUMO   -0.1682 Eh
Net charge   +1

CARTESIAN COORDINATES (ANGSTROEM)
H: -2.3055 -1.0632 -0.3926
N: -1.4457 -1.6404 -0.4433
N: -0.3734 -1.3046 -0.7735
N: -0.3476 0.2566 -1.0943
C: 0.2359 0.6453 0.2516
C: 0.8972 -0.5861 0.7745
C: 2.1097 -1.0176 0.4046
O: 3.2051 -1.2643 0.1418
H: -1.3035 0.7028 -1.1544
H: 0.3173 0.5092 -1.8283
H: -0.5310 1.0547 0.9731
H: 0.8276 1.5303 0.1644
H: 0.2730 -1.2487 1.3630

The following is a DFT calculation (ωB97M-V/def2-TZVPD) of the ion C3H6N3O with charge +1.

Values from the calculation:
Total energy   -9715.42463 eV
Frontier orbital gap   0.327 Ha
HOMO energy   -12.6557 eV
Relative energy (zero: lowest compared OMol25 entry of this formula, charge and spin)   318.93 kJ/mol
Multiplicity   1
SMILES   [H]/N=N/C(=O)[C@H]1C[NH2+]1
E_LUMO   -0.1381 Eh
Net charge   +1

CARTESIAN COORDINATES (ANGSTROEM)
H: 0.1607 3.6124 1.9762
N: -0.0763 2.6276 1.8055
N: 0.6456 2.0756 1.0322
C: 0.1940 0.3049 0.8582
O: 0.5237 -0.4807 1.6823
C: -0.3568 -0.0896 -0.4783
C: 0.4864 -0.9612 -1.3306
N: -0.5885 -1.5418 -0.5411
H: -1.0934 0.5662 -0.9249
H: 0.3468 -0.9480 -2.4046
H: 1.4955 -1.1941 -1.0115
H: -1.4157 -1.9375 -0.9881
H: -0.3220 -2.0337 0.3247

The following is a DFT calculation (ωB97M-V/def2-TZVPD) of a cluster of 2 separate species, C3H6N3O5 in total.

Values from the calculation:
Total energy   -17915.51435 eV
Frontier orbital gap   0.322 Ha
HOMO energy   -5.1783 eV
Relative energy (zero: lowest compared OMol25 entry of this formula, charge and spin)   0.00 kJ/mol
Multiplicity   1
E_LUMO   0.1320 Eh
Net charge   -1

CARTESIAN COORDINATES (ANGSTROEM)
C: 0.0246 0.2353 -0.4309
C: -0.8944 1.3562 -1.0267
C: 1.7190 -1.5297 2.4092
N: -2.5464 0.6262 -2.2981
N: -0.6221 -0.8602 -0.2563
N: -1.4003 0.9923 -2.3777
O: -0.6997 1.0464 -3.3040
O: 1.2197 0.5479 -0.0712
O: 2.0745 -1.3906 1.2107
O: 2.0779 -2.3647 3.1730
O: 1.0323 -0.4564 2.9045
H: -1.7073 1.6971 -0.3559
H: -0.1399 2.2050 -1.0806
H: -2.9698 0.2987 -3.1075
H: 1.7665 -0.4524 0.6216
H: -0.0534 -1.6250 0.1117
H: 1.1188 -0.3263 3.8782